# 1
66
Properties=species:S:1:pos:R:3 method="wB97M-V/def2-TZVPD" s_squared=2.011 lumo_ev="-7.21 / -6.73" gap_ha="0.1938 / 0.2117" spin_multiplicity=3 total_charge=+2
V 1.7689 0.3179 -0.4180
C 3.2529 -1.4115 2.2442
C 2.8923 -2.1169 1.0032
N 2.2315 -1.5888 0.0000
C 2.0274 -2.4781 -1.0328
C 2.5413 -3.7190 -0.7992
S 3.3053 -3.7665 0.7359
C 1.2823 -1.9713 -2.1689
C 0.8579 -2.6068 -3.2985
S -0.0111 -1.5192 -4.2938
C 0.2176 -0.2638 -3.1364
N 0.9122 -0.6465 -2.0940
C -0.3741 1.0736 -3.3436
H 2.3710 -0.9289 2.6730
H 3.9810 -0.6211 2.0250
H 3.6866 -2.0975 2.9655
H 2.5072 -4.5790 -1.4407
H 1.0076 -3.6281 -3.5886
H -1.0748 1.0470 -4.1748
H 0.4011 1.8043 -3.5776
H -0.8947 1.4096 -2.4460
F 5.4044 4.3893 -0.5680
C 5.8277 3.3920 0.1891
F 6.7374 2.7017 -0.4882
F 6.3559 3.8576 1.2968
S 4.3641 2.2732 0.5319
O 3.6135 2.2104 -0.7026
O 4.8162 1.0042 1.0017
N 3.4884 3.1002 1.5826
S 2.0051 2.7137 1.3987
O 1.0888 3.2027 2.3543
O 1.8720 1.2670 1.1455
C 1.3841 3.4908 -0.2429
F 1.1208 2.5285 -1.1765
F 2.2041 4.3700 -0.7652
F 0.2093 4.0670 -0.0117
Cl 5.9716 -1.3471 -3.6234
C 4.8538 0.0371 -3.6428
Cl 5.7241 1.5851 -3.7110
Cl 3.6916 -0.1152 -5.0056
C 3.9866 0.0140 -2.5079
N 3.1728 0.0243 -1.6962
N -4.9544 0.1646 2.3567
C -6.2000 -0.3908 2.4405
C -7.3444 -0.0465 3.1433
C -8.4517 -0.8644 2.9791
C -8.4220 -1.9984 2.1524
C -7.2860 -2.3632 1.4667
C -6.1439 -1.5610 1.6239
N -4.9012 -1.6903 1.1183
C -4.2051 -0.6505 1.5498
C -2.8388 -0.4279 1.1625
C -2.1201 -1.4588 0.5358
C -0.8287 -1.2418 0.1154
N -0.1939 -0.0594 0.2158
C -0.8803 0.9270 0.8117
C -2.1556 0.7848 1.3212
H -4.6540 1.0014 2.8295
H -7.3675 0.8081 3.8015
H -9.3640 -0.6300 3.5060
H -9.3163 -2.5954 2.0629
H -7.2545 -3.2274 0.8245
H -2.6018 -2.4134 0.3974
H -0.2846 -2.0628 -0.3281
H -0.4026 1.8906 0.9049
H -2.6104 1.6298 1.8156



# 2
64
Properties=species:S:1:pos:R:3 method="wB97M-V/def2-TZVPD" lumo_ev=0.41 smiles="CCCOC[C@](CC(=O)Br)(CC(N)(N)N)OC(=O)N(C)C(C)=O.COCCOC" gap_ha=0.3626 total_charge=0
C 6.1771 -2.3896 0.0258
C 6.3588 -0.9740 -0.5179
C 5.2730 -0.0263 -0.0568
O 4.0729 -0.3807 -0.7097
C 2.9768 0.3814 -0.2832
C 1.7623 -0.0637 -1.1042
C 1.9609 0.4567 -2.5427
C 1.3954 -0.5061 -3.5569
O 0.2589 -0.6429 -3.8276
Br 2.7582 -1.5701 -4.4824
C 0.3986 0.3967 -0.5558
C 0.2595 1.7722 0.1289
N 0.8845 1.7468 1.4468
N 0.8257 2.8381 -0.6938
N -1.1640 2.1024 0.2804
O 1.7675 -1.5054 -1.2215
C 1.4985 -2.2461 -0.1260
O 2.2758 -2.4222 0.7675
N 0.2129 -2.8500 -0.1967
C -0.3743 -3.1494 1.1178
C 0.2039 -3.9871 -1.1168
C 0.8183 -5.2741 -0.6117
O -0.2424 -3.8754 -2.2140
H 5.8686 -2.3576 1.0735
H 7.1073 -2.9571 -0.0271
H 5.4129 -2.9287 -0.5335
H 7.3249 -0.5698 -0.2038
H 6.3552 -0.9902 -1.6111
H 5.1448 -0.1054 1.0335
H 5.5405 1.0178 -0.2760
H 2.8133 0.2747 0.7921
H 3.1682 1.4395 -0.5113
H 3.0196 0.6158 -2.7300
H 1.4096 1.3915 -2.6506
H -0.2820 0.4147 -1.4098
H -0.0066 -0.3555 0.1273
H 0.4103 2.4236 2.0379
H 0.7617 0.8404 1.8862
H 1.7350 3.1004 -0.3343
H 0.2235 3.6504 -0.6237
H -1.6239 2.0607 -0.6255
H -1.6092 1.3948 0.8575
H -1.2446 -2.5096 1.2713
H 0.3431 -2.9992 1.9229
H -0.7259 -4.1807 1.1664
H 0.0859 -6.0756 -0.7090
H 1.1599 -5.2173 0.4191
H 1.6572 -5.5172 -1.2641
C -5.1030 0.8143 0.7334
O -4.5279 1.9712 1.3123
C -4.8310 3.1696 0.6170
C -5.9474 3.9470 1.2787
O -7.1793 3.2485 1.2442
C -7.5001 2.5954 2.4575
H -5.0039 0.0058 1.4564
H -6.1611 0.9602 0.5051
H -4.5770 0.5316 -0.1859
H -5.0964 2.9507 -0.4230
H -3.9249 3.7830 0.6138
H -6.0863 4.8885 0.7390
H -5.6714 4.1863 2.3113
H -7.8115 3.3176 3.2201
H -6.6560 2.0161 2.8400
H -8.3309 1.9224 2.2527



# 3
33
Properties=species:S:1:pos:R:3 method="wB97M-V/def2-TZVPD" lumo_ev=-2.09 gap_ha=0.1991 e_above_lowest_kcal_mol=163.2 total_charge=0
O 4.2417 -3.5763 -1.2860
N 3.0635 -3.3318 -1.1010
C 2.2827 -2.2150 -0.8828
C 0.9368 -2.6374 -0.7671
N 0.8706 -4.0044 -0.8043
O 2.1448 -4.4172 -1.0327
C -0.1538 -1.6630 -0.7040
N -1.5021 -2.0389 -0.3885
O -1.8480 -3.2164 -0.2672
O -2.3906 -1.1024 -0.2984
C 0.1777 -0.2967 -0.8757
C 1.5396 0.0644 -0.8763
N 2.0925 1.3107 -1.1729
O 1.5947 2.4218 -1.2756
O 3.4683 1.1106 -1.4123
N 3.8088 -0.2169 -1.2728
C 2.6311 -0.8374 -0.9294
H -0.5334 0.4524 -1.2256
C -0.6016 0.1308 2.0766
N -1.0668 0.6947 0.8138
N -1.3305 2.0198 0.7384
C -1.9025 2.4903 -0.5212
C -1.9307 2.6178 1.9161
H -1.3624 -0.5517 2.4993
H 0.3272 -0.4205 1.8625
H -0.3891 0.9164 2.8105
H -1.7550 0.0478 0.2780
H -2.0944 3.5627 -0.3893
H -1.2062 2.3610 -1.3568
H -2.8671 2.0002 -0.7514
H -2.0399 3.6876 1.7079
H -2.9287 2.1774 2.1096
H -1.2772 2.4597 2.7786



# 4
19
Properties=species:S:1:pos:R:3 method="wB97M-V/def2-TZVPD" lumo_ev=0.42 gap_ha=0.3615 e_above_lowest_kcal_mol=97.3 total_charge=0
C 1.4962 1.4531 -0.0457
C 0.9411 1.3566 1.1683
C 1.0025 0.6142 -1.1436
C 0.0195 0.1840 1.3508
C -0.9042 -0.2537 0.3044
C 1.2763 -0.9158 -0.6731
C 0.3038 -1.0306 0.5439
O -0.3119 0.6120 -1.3084
O -3.3934 0.7566 -0.2806
P -2.5950 -0.4750 -0.2307
H 2.0475 2.3453 -0.3413
H 1.1125 2.1590 1.9266
H 1.4638 0.7863 -2.0684
H -0.4410 -0.0462 2.2997
H 1.0548 -1.6368 -1.4890
H 2.3063 -1.1246 -0.3235
H -0.0320 -2.0181 0.9862
H -2.8077 -1.4364 0.6918
H -2.5392 -1.3298 -1.3674



# 5
32
Properties=species:S:1:pos:R:3 method="wB97M-V/def2-TZVPD" lumo_ev=-3.00 smiles=CC(C)CC[NH2+]CC(N)(N)N gap_ha=0.3784 e_above_lowest_kcal_mol=0.0 total_charge=+1
C 3.9035 -0.0433 0.2871
C 2.4229 0.3358 0.3276
C 2.0922 1.2502 -0.8613
C 1.5507 -0.9421 0.4920
C 0.6747 -1.3844 -0.6751
N -0.7971 -1.2045 -0.3672
C -1.3096 0.2006 -0.4125
C -2.6988 0.3216 0.2699
N -3.0035 1.7256 0.5434
N -2.6384 -0.4630 1.4894
N -3.7873 -0.1660 -0.5310
H 4.1781 -0.5766 1.1958
H 4.5115 0.8576 0.2444
H 4.1274 -0.6730 -0.5724
H 2.2938 0.9228 1.2371
H 2.2802 2.2851 -0.5885
H 1.0754 1.1726 -1.2333
H 2.7541 1.0320 -1.6996
H 2.2215 -1.7701 0.7114
H 0.9313 -0.8445 1.3875
H 0.7887 -2.4518 -0.8473
H 0.8926 -0.8797 -1.6096
H -0.9695 -1.6028 0.5564
H -1.3352 -1.7687 -1.0221
H -0.5944 0.8550 0.0739
H -1.4184 0.4497 -1.4638
H -2.7181 2.3328 -0.2194
H -2.4733 2.0272 1.3526
H -1.7768 -0.2754 1.9919
H -3.4014 -0.1921 2.0987
H -4.1440 0.5243 -1.1731
H -3.6326 -1.0548 -0.9828



# 6
74
Properties=species:S:1:pos:R:3 method="wB97M-V/def2-TZVPD" s_squared=0.753 lumo_ev="2.63 / 1.87" gap_ha="0.3165 / 0.2898" e_above_lowest_kcal_mol=0.0 spin_multiplicity=2 total_charge=-1
Cu 0.4554 0.4389 -0.4304
C 1.1517 0.7573 3.2843
C 0.3666 1.8016 2.4948
C -0.7159 2.4355 3.3660
C 1.2959 2.8845 1.9604
O -0.2577 1.1815 1.3694
Ge -1.6242 -0.1556 1.4170
O -0.2585 -1.3639 1.0999
C -0.3723 -2.7493 0.8088
C -0.8669 -3.4837 2.0542
C 1.0290 -3.2208 0.4351
C -1.3268 -2.9799 -0.3618
O -1.5331 0.2044 -0.5009
C -2.4759 1.0268 -1.2086
C -2.1910 0.8920 -2.6966
C -2.3353 2.4826 -0.7725
C -3.8804 0.5114 -0.9026
H 1.6823 1.2226 4.1193
H 1.8698 0.2658 2.6274
H 0.4778 -0.0047 3.6844
H -0.2650 2.9374 4.2248
H -1.4109 1.6802 3.7388
H -1.2807 3.1702 2.7888
H 1.7603 3.4296 2.7856
H 0.7280 3.5917 1.3520
H 2.0786 2.4411 1.3457
H -0.1883 -3.2953 2.8882
H -0.9184 -4.5613 1.8798
H -1.8633 -3.1333 2.3347
H 1.7189 -3.0131 1.2550
H 1.3810 -2.6820 -0.4455
H 1.0360 -4.2932 0.2239
H -2.3394 -2.6538 -0.1058
H -1.3648 -4.0416 -0.6183
H -0.9952 -2.4161 -1.2343
H -1.2448 1.3629 -2.9553
H -2.9685 1.3876 -3.2816
H -2.1464 -0.1591 -2.9839
H -1.3136 2.8285 -0.9432
H -2.5610 2.5942 0.2899
H -3.0116 3.1196 -1.3463
H -3.9571 -0.5421 -1.1789
H -4.6223 1.0744 -1.4718
H -4.1165 0.6097 0.1588
F 3.5752 -1.1661 -2.7155
C 3.1470 -0.1630 -3.4786
F 3.4392 -0.4627 -4.7456
F 3.7986 0.9423 -3.1438
S 1.2916 0.0602 -3.2638
O 1.1327 1.3305 -2.5860
O 0.8650 -1.0674 -2.4707
N 0.6748 -0.0271 -4.6860
S 0.7102 1.1728 -5.7252
O 1.9025 1.9689 -5.6628
O -0.5615 1.8180 -5.8539
C 0.8643 0.1718 -7.2665
F -0.1660 -0.6625 -7.4095
F 0.8799 1.0004 -8.3180
F 1.9894 -0.5404 -7.2820
C 5.8732 -1.6558 -0.0156
Si 5.2379 -0.0390 0.6861
C 5.3943 -0.0679 2.5560
C 6.2541 1.3789 0.0016
C 3.4918 0.1719 0.2387
C 2.3131 0.2947 -0.0404
H 6.9286 -1.8097 0.2234
H 5.7596 -1.6691 -1.1012
H 5.3025 -2.4956 0.3863
H 6.4306 -0.2206 2.8683
H 4.7876 -0.8735 2.9750
H 5.0412 0.8713 2.9876
H 7.3128 1.2647 0.2483
H 5.9082 2.3318 0.4075
H 6.1571 1.4271 -1.0848



# 7
72
Properties=species:S:1:pos:R:3 method="wB97M-V/def2-TZVPD" lumo_ev=3.61 gap_ha=0.2375 e_above_lowest_kcal_mol=34.3 total_charge=-2
Tl 0.7895 -0.1775 -0.3003
O 6.3757 4.4323 1.9562
C 5.4320 4.1871 2.7296
O 5.1476 4.6988 3.8348
C 4.4491 3.0770 2.2593
C 3.2078 2.9587 2.8750
C 2.3341 1.9865 2.4374
N 2.6208 1.1151 1.4624
C 3.8076 1.2295 0.8484
C 4.7349 2.1992 1.2237
C 4.1616 0.2803 -0.3223
O 5.3652 0.1615 -0.5706
O 3.2080 -0.3000 -0.9343
H 2.9615 3.6246 3.6908
H 1.3466 1.8967 2.8853
H 5.6776 2.2611 0.7011
Br -2.1241 -4.7928 -2.2081
C -0.9602 -4.7872 -0.6972
C -0.8529 -5.9407 0.0621
C -0.0448 -5.9569 1.1728
Br 0.0539 -7.5800 2.1901
C 0.6899 -4.8196 1.5612
C 1.5265 -4.7517 2.6969
C 2.2294 -3.6087 2.9622
C 2.0794 -2.5099 2.1048
N 1.2715 -2.5239 1.0722
C 0.5859 -3.6419 0.7644
C -0.2629 -3.5774 -0.4342
O -0.3553 -2.5515 -1.1442
H -1.4049 -6.8256 -0.2229
H 1.6037 -5.6132 3.3465
H 2.8799 -3.5373 3.8235
H 2.6509 -1.5995 2.2622
N 0.2610 -0.1989 3.1578
C -0.5672 -0.4534 3.9300
H 0.9841 0.0209 2.4880
C -5.2665 0.9740 3.5626
C -4.1862 0.7095 2.5522
C -3.5740 1.7426 1.8516
C -2.5563 1.4409 0.9596
N -2.1280 0.2047 0.7368
C -2.7069 -0.7842 1.4075
C -3.7355 -0.5831 2.3128
H -5.7459 1.9362 3.3836
H -4.8319 0.9903 4.5646
H -6.0238 0.1903 3.5382
H -3.8819 2.7706 2.0021
H -2.0480 2.2238 0.4021
H -2.3218 -1.7792 1.2036
H -4.1709 -1.4225 2.8408
C -3.9382 1.7616 -3.0633
C -3.0135 1.8496 -4.2818
C -1.6580 2.4731 -3.9502
S -0.7803 1.5376 -2.6129
O 0.2624 2.4711 -2.1219
C 0.0102 0.2661 -3.6991
C 1.4973 0.4999 -3.9227
C 1.7858 1.7260 -4.7872
H -4.9369 1.4332 -3.3550
H -4.0273 2.7369 -2.5790
H -3.5444 1.0618 -2.3288
H -3.4963 2.4468 -5.0609
H -2.8642 0.8464 -4.6922
H -1.7810 3.4702 -3.5237
H -1.0044 2.5428 -4.8195
H -0.5411 0.2494 -4.6436
H -0.1603 -0.6782 -3.1748
H 1.9047 -0.3944 -4.3999
H 2.0089 0.6046 -2.9642
H 1.2746 1.6532 -5.7536
H 2.8567 1.8164 -4.9730
H 1.4591 2.6303 -4.2754



# 8
105
Properties=species:S:1:pos:R:3 method="wB97M-V/def2-TZVPD" lumo_ev=-4.25 gap_ha=0.1834 total_charge=+1
O 2.0567 -3.1729 -1.5776
C 1.0950 -3.1576 -2.2820
Br -0.4343 -4.3109 -1.8114
C 1.0101 -2.2072 -3.5569
C 1.5354 -0.8038 -3.1562
N 2.8463 -0.6040 -2.7864
C 2.9817 0.7547 -2.4618
P 4.6488 1.3652 -1.8867
O 4.8691 1.1681 -0.4252
O 5.7602 0.4235 -2.6922
O 4.8262 2.9613 -2.2319
C 1.7220 1.4406 -2.6275
N 0.8835 0.3946 -3.0541
C -0.5804 0.5135 -3.3432
C -1.2999 -0.2136 -2.1184
O -2.0094 -1.1507 -2.2334
Br -0.8594 0.5667 -0.3481
H 1.6545 -2.6588 -4.3662
H -0.0435 -2.1665 -3.9367
H 3.5357 -1.3615 -2.7642
H 5.9374 -0.3759 -2.1580
H 4.4293 3.4553 -1.4817
H 1.5205 2.5141 -2.4437
H -0.7916 1.6220 -3.2924
H -0.8621 0.0719 -4.3285
N 0.0898 5.3705 -5.2145
C -0.9958 5.8740 -5.8785
C -1.8248 4.8268 -6.1922
C -1.2201 3.6451 -5.6946
C -0.0415 4.0113 -5.0937
H 0.8636 5.9137 -4.8683
H -1.0840 6.9311 -6.0710
H -2.7622 4.9017 -6.7198
H -1.6061 2.6396 -5.7684
H 0.7141 3.4255 -4.5932
N -0.9052 5.3708 -2.3783
C -1.8620 6.1248 -1.7606
C -1.5066 6.2665 -0.4420
C -0.2843 5.5748 -0.2575
C 0.0640 5.0349 -1.4708
H -0.9110 5.1038 -3.3516
H -2.7125 6.4945 -2.3106
H -2.0632 6.8083 0.3064
H 0.2767 5.4839 0.6595
H 0.9154 4.4407 -1.7666
N 0.3282 -4.7840 1.4632
C -0.9498 -5.2442 1.6407
C -0.9577 -6.0535 2.7481
C 0.3636 -6.0789 3.2625
C 1.1331 -5.2852 2.4515
H 0.6286 -4.1728 0.7231
H -1.7401 -4.9575 0.9646
H -1.8184 -6.5702 3.1463
H 0.7107 -6.6180 4.1300
H 2.1818 -5.0344 2.4905
N -2.7300 10.8718 -4.1341
C -3.1272 10.7036 -2.8354
C -2.4991 9.5894 -2.3416
C -1.6872 9.0679 -3.3809
C -1.8484 9.8822 -4.4735
H -3.0378 11.6093 -4.7443
H -3.8215 11.3890 -2.3767
H -2.6092 9.1933 -1.3443
H -1.0552 8.1948 -3.3329
H -1.4145 9.8427 -5.4601
N 2.5734 5.6212 2.4084
C 1.4982 5.8181 3.2342
C 1.8370 6.7849 4.1444
C 3.1649 7.1922 3.8546
C 3.5918 6.4596 2.7781
H 2.6093 4.9647 1.6496
H 0.5890 5.2530 3.1032
H 1.2015 7.1598 4.9312
H 3.7418 7.9390 4.3770
H 4.5290 6.4606 2.2450
N -4.3430 -5.2799 4.4284
C -3.8343 -5.7389 5.6146
C -4.8589 -5.7874 6.5236
C -6.0335 -5.3466 5.8609
C -5.6851 -5.0434 4.5704
H -3.8142 -5.1394 3.5848
H -2.7894 -5.9889 5.7075
H -4.7752 -6.1055 7.5510
H -7.0226 -5.2621 6.2830
H -6.2731 -4.6799 3.7430
N 5.1525 -5.5580 1.3521
C 5.1305 -6.3763 2.4496
C 6.2794 -6.1567 3.1640
C 7.0222 -5.1632 2.4750
C 6.3011 -4.8115 1.3634
H 4.4367 -5.5123 0.6484
H 4.3013 -7.0433 2.6250
H 6.5560 -6.6531 4.0807
H 7.9773 -4.7526 2.7626
H 6.5052 -4.0980 0.5810
N -3.6251 -10.6730 2.8794
C -3.7128 -9.3645 2.4866
C -4.0971 -8.6218 3.5743
C -4.2413 -9.5154 4.6662
C -3.9410 -10.7722 4.2080
H -3.3680 -11.4416 2.2851
H -3.4962 -9.0767 1.4701
H -4.2558 -7.5564 3.5852
H -4.5319 -9.2643 5.6743
H -3.9258 -11.7263 4.7100



# 9
11
Properties=species:S:1:pos:R:3 method="wB97M-V/def2-TZVPD" lumo_ev="0.84 / 0.84" smiles="[O-][NH+]=C1COC1" gap_ha="0.3551 / 0.3551" e_above_lowest_kcal_mol=128.6 total_charge=0
O -1.6406 -1.9121 -0.0979
N -0.4494 -1.4678 -0.4470
C 0.0123 -0.2999 -0.1350
C 1.2269 0.5806 -0.3071
O 0.5753 1.6166 0.4446
C -0.6165 0.8280 0.6539
H -0.3961 -2.3967 -0.8873
H 1.4502 0.8942 -1.3344
H 2.1448 0.2323 0.1826
H -0.8010 0.6315 1.7184
H -1.5059 1.2934 0.2092



# 10
10
Properties=species:S:1:pos:R:3 method="wB97M-V/def2-TZVPD" lumo_ev="0.23 / 0.23" gap_ha="0.3178 / 0.3178" e_above_lowest_kcal_mol=124.9 total_charge=0
C 0.1753 0.8348 0.1765
C 0.3643 1.2505 1.5303
C 0.1312 -1.0496 -1.1791
N 0.0124 2.0434 0.2560
O -0.8873 -1.7325 -0.5923
H -0.3708 0.9526 2.2569
H 1.3389 1.3302 1.8955
H 1.0306 -1.4887 -1.1845
H -0.0612 -0.6515 -2.1476
H -1.7333 -1.4893 -1.0117



Number 1: maximum force 3.9 eV/A. Number 2: maximum force 0.6 eV/A. Number 3: maximum force 3.3 eV/A. Number 4: maximum force 5.9 eV/A. Number 5: maximum force 0.6 eV/A. Number 6: maximum force 0.5 eV/A. Number 7: maximum force 0.9 eV/A. Number 8: maximum force 4.7 eV/A. Number 9: maximum force 3.1 eV/A. Number 10: maximum force 5.6 eV/A.